(1)
{"formula": "C39H30CdN8O4S", "method": "wB97M-V/def2-TZVPD", "species": ["O", "H", "C", "H", "C", "H", "H", "C", "C", "N", "N", "C", "C", "C", "H", "H", "H", "C", "C", "H", "C", "C", "H", "C", "H", "C", "C", "O", "N", "Cd", "H", "H", "C", "C", "H", "C", "C", "C", "N", "C", "H", "C", "C", "N", "H", "C", "C", "H", "C", "H", "S", "H", "O", "C", "C", "N", "H", "H", "N", "N", "C", "H", "C", "C", "H", "H", "C", "C", "C", "C", "H", "C", "H", "H", "C", "H", "O", "H", "C", "H", "C", "H", "C"], "positions_angstrom": [[-1.2057, -1.8188, 0.6881], [3.6180, 6.1571, -4.3039], [5.5177, 4.8172, -1.8333], [-3.5536, 2.1336, -3.2943], [4.1340, 3.5496, 3.4618], [-3.0150, -1.3594, -0.2310], [-4.7160, -1.7322, 0.1195], [1.6163, -2.4906, 0.8425], [6.0711, 6.6355, -3.3797], [-4.4084, 0.0695, -0.8490], [2.1408, 0.2142, -1.3690], [-3.9672, -0.9396, 0.1079], [3.0245, 4.5506, -3.0146], [-3.0693, 0.3039, 4.0588], [-1.3945, 1.2175, 3.0458], [4.6028, -1.0968, -3.1341], [1.9922, -4.9748, 0.1193], [-0.3933, 4.4296, -0.2088], [-3.5598, 0.7921, -1.6393], [-0.9968, 5.2755, 0.0851], [-1.2685, -1.7330, -2.7646], [5.4362, 3.0877, 3.3871], [2.0463, 4.4369, -3.4630], [2.8411, 1.3333, -1.7642], [2.6152, -2.9114, 1.0095], [1.2359, 3.0744, -0.9507], [0.0053, -5.6634, -0.2572], [1.0237, 1.1569, 2.0252], [-0.4810, -1.1439, -2.1352], [0.0634, -0.0018, -0.2762], [4.9177, 3.2071, -0.5579], [-4.8455, -0.7336, 4.6961], [3.3812, 3.7029, -1.9647], [3.9764, 0.9332, -2.5437], [1.5181, 5.2972, -0.8739], [3.0744, 2.7616, 3.0025], [4.6387, 3.8511, -1.3828], [2.4439, 2.6448, -1.5134], [6.8084, 7.4280, -3.7720], [3.9275, -0.4351, -2.6126], [0.3098, -6.6719, -0.5120], [-1.7340, -4.0168, 0.0263], [4.6567, 1.0374, 2.4143], [2.5028, -0.5731, 1.6135], [6.4899, 4.9383, -1.3737], [-1.3452, -5.2969, -0.2806], [-4.5525, -0.8281, 2.5717], [-5.4342, -1.4303, 2.3885], [2.1961, 0.6370, 2.0128], [-5.1428, 2.0130, -2.4954], [-2.3559, -2.5504, -3.6538], [-1.7263, 2.6677, 0.1665], [1.8229, 3.2311, 3.0671], [-0.7801, 3.0661, -0.1582], [-4.2198, -0.4404, 3.8609], [1.4234, -1.2518, 1.1037], [6.2482, 3.7106, 3.7468], [6.7262, 1.4734, 2.7921], [0.1773, 2.2626, -0.5816], [-2.6292, 0.2746, 1.7139], [5.7045, 1.8293, 2.8574], [2.4202, -1.8290, -1.7047], [-0.8037, -2.9939, 0.3814], [0.5791, -3.3962, 0.4154], [4.8263, 0.0540, 1.9973], [-5.3839, 0.0892, -1.0799], [5.1598, 5.6523, -2.8951], [0.8855, 4.4392, -0.7073], [-2.3092, 0.6429, 2.9464], [0.9381, -4.7099, 0.0915], [3.9088, 4.5302, 3.8648], [-4.2573, 1.4597, -2.8135], [-2.0927, -6.0348, -0.5552], [-2.7815, -3.7388, -0.0128], [3.8985, 5.5115, -3.4818], [-4.5479, 0.6876, -3.5279], [-2.3662, 0.8994, -1.4604], [1.2686, 2.4807, 2.6289], [-3.7210, -0.4583, 1.5176], [4.6973, 1.5923, -3.0032], [2.7775, -0.8215, -1.8688], [-2.7580, 0.6090, 5.0491], [3.3394, 1.4783, 2.4829]], "mulliken_charge": [-0.809, 0.420, -0.869, 0.332, -0.674, -0.607, 0.486, -0.925, 0.039, -0.018, 0.686, 0.060, 0.011, -0.875, 0.328, 0.430, 0.288, -1.408, 0.375, 0.393, 0.122, -0.323, 0.517, -0.742, 0.156, -0.541, -0.616, -0.683, -0.851, 4.208, 0.694, 0.375, -0.104, -0.902, 0.531, 0.229, -0.220, 1.304, -0.625, -1.316, 0.346, -0.352, -0.302, -0.917, 0.437, -0.546, -0.913, 0.396, 0.249, 0.436, -0.551, 0.459, -0.794, -0.421, -0.315, 0.289, 0.380, 0.363, 0.303, 0.209, -0.813, 0.455, -0.219, 1.581, 0.447, 0.269, 0.552, -0.704, -0.163, -0.749, 0.399, -1.660, 0.354, 0.252, -0.959, 0.335, -0.445, 0.355, 0.510, 0.457, -0.548, 0.419, 0.246], "total_charge": -2, "e_above_lowest_kcal_mol": 0.0}

=====

(2)
{"formula": "C13H19Cl2FNO2Si", "method": "wB97M-V/def2-TZVPD", "species": ["C", "Si", "H", "O", "H", "C", "H", "H", "H", "H", "H", "H", "O", "H", "C", "H", "C", "C", "Cl", "Cl", "C", "C", "H", "C", "H", "C", "F", "H", "C", "C", "H", "H", "C", "H", "H", "C", "N", "H", "H"], "positions_angstrom": [[5.4131, 3.7922, 0.9709], [-1.9921, 0.9466, 2.4003], [-3.0638, 0.9496, -2.7643], [-2.6170, 2.5692, -0.1293], [-3.1609, 3.7185, -1.8081], [-3.8086, 0.7306, 2.0429], [-0.4150, -0.1513, -2.7880], [-4.3049, 0.3492, 2.9469], [-1.2764, -1.4200, 2.1991], [-0.5002, 2.4421, 3.6771], [6.3794, 4.1407, 1.3222], [0.6269, 0.5466, -1.5236], [-1.1374, 1.2076, 0.9055], [-4.2728, 2.3549, -1.3947], [-2.4137, 1.7392, -2.3597], [-4.2936, 1.6731, 1.7638], [3.4848, 2.3572, 1.1837], [3.5843, 3.8860, -0.6021], [2.5882, 1.1589, 1.9971], [2.8325, 4.5383, -1.9774], [-3.2286, 2.6768, -1.4786], [4.8264, 4.3528, -0.1654], [-0.1220, -0.4835, 3.1684], [-1.5824, 2.3825, 3.5003], [-2.0822, 2.2625, 4.4727], [-1.6348, 1.6805, -0.2002], [1.6057, 2.4391, -0.3880], [-1.6686, -1.0050, 3.8830], [4.7298, 2.7794, 1.6465], [-1.3675, 1.2105, -1.4900], [-3.9819, 0.0048, 1.2377], [-0.5412, -0.7208, -1.1104], [-1.1900, -0.6370, 2.9649], [5.3024, 5.1494, -0.7314], [5.1356, 2.3022, 2.5388], [-0.3807, 0.1684, -1.7398], [2.9535, 2.8984, 0.0690], [-2.0081, 2.2722, -3.2252], [-1.9112, 3.3332, 3.0629]], "mulliken_charge": [-0.086, 0.139, 0.198, -0.449, 0.260, -0.991, 0.362, 0.402, 0.291, 0.257, 0.447, 0.119, -0.259, 0.252, -0.493, 0.282, 0.525, 0.466, -0.021, -0.052, -0.398, -0.639, 0.208, -0.938, 0.363, 0.645, -0.051, 0.357, -0.620, 0.405, 0.324, 0.216, -0.877, 0.405, 0.403, -1.192, 0.167, 0.265, 0.306], "total_charge": 1, "e_above_lowest_kcal_mol": 87.5}

=====

(3)
{"formula": "C43H44As2N11O8SY", "method": "wB97M-V/def2-TZVPD", "species": ["H", "N", "N", "H", "H", "H", "C", "H", "N", "C", "C", "C", "C", "As", "N", "C", "Y", "H", "C", "C", "H", "N", "C", "H", "H", "H", "C", "C", "N", "C", "C", "H", "H", "O", "H", "H", "H", "C", "H", "C", "H", "As", "H", "H", "O", "H", "H", "H", "H", "H", "C", "C", "C", "H", "H", "O", "N", "C", "C", "H", "C", "C", "H", "N", "H", "C", "H", "C", "O", "O", "C", "H", "H", "O", "N", "C", "C", "C", "C", "H", "C", "O", "C", "H", "C", "C", "C", "H", "N", "C", "C", "C", "O", "H", "N", "C", "S", "C", "H", "C", "H", "H", "H", "H", "C", "H", "C", "H", "C", "H"], "positions_angstrom": [[-1.5019, 0.8663, 5.2894], [2.4478, 3.4592, -0.9991], [-3.1482, 0.7219, 1.2797], [-4.8796, -0.0996, 4.4919], [3.4623, -2.5418, 1.9110], [0.2802, -3.6517, 4.4111], [-0.8441, 2.5674, 3.4299], [5.9249, 2.6425, -3.8432], [-2.5023, 1.0173, 0.0746], [-3.2443, 1.0001, -0.9759], [2.0990, -4.6990, -2.9774], [-3.0425, -0.4793, 1.7517], [-1.5082, 3.3356, -3.1690], [-0.1792, 0.9881, 2.5159], [-1.9013, 2.6905, -2.0764], [4.2710, 2.9496, -2.5218], [-0.2149, -0.1126, -0.1643], [-6.9985, -0.0830, 3.0515], [-0.6816, -0.4178, -3.7609], [2.3392, -1.1199, -1.7729], [-0.3853, 2.6337, 4.4095], [-1.5030, -4.3357, -2.2442], [-4.6115, 0.3964, -1.0090], [1.3460, 5.3153, -0.7483], [-1.5824, 3.5737, -5.3061], [-4.9944, 0.2948, -0.0012], [5.4099, 3.3450, -3.2006], [-1.2882, -1.1266, 6.0229], [-0.0608, 0.4495, -2.9441], [1.3666, 4.2464, -0.6147], [1.8006, -2.4851, -2.1225], [0.6643, 0.3519, -6.7536], [-0.5547, 3.5933, 0.2358], [-2.3187, -3.4627, -2.4779], [-3.1918, 1.6785, -5.5747], [-4.7718, 0.9737, 3.1056], [-0.5747, 3.4407, 2.8414], [-3.2749, 1.3119, -3.4577], [-1.9260, 2.5158, 3.5111], [5.2306, 5.5477, -2.2411], [-0.9974, -2.9688, -4.7071], [0.9963, -1.9606, 1.9541], [3.6551, -3.2369, -2.8649], [-0.8013, 4.1470, -3.0132], [1.9608, -0.6799, -0.6183], [-6.0366, -0.8035, 1.7475], [-5.2988, 0.9947, -1.6055], [-1.9576, -3.3005, -6.1141], [-1.4119, -1.0778, -3.3036], [2.3395, 0.7528, 2.1175], [-1.1004, -0.1181, 5.0880], [7.0696, 5.0610, -3.7960], [0.4172, -2.7355, -1.8913], [-3.9644, 0.4792, -3.5375], [-0.9339, -3.1925, 6.5039], [-1.7920, -5.4675, -1.8946], [-1.3821, -2.6664, -5.5865], [1.7396, 1.3424, 2.8076], [-2.7711, 1.6863, -2.2184], [3.6047, 5.8491, -0.8837], [5.8902, 4.6462, -3.0695], [-0.4511, -0.4781, -5.1256], [3.1429, -1.3520, 3.1852], [8.0079, 5.3911, -4.3748], [2.7167, -3.0566, 3.4416], [0.0695, -1.6550, 3.6499], [1.8709, 1.9629, -5.2419], [0.7645, -4.9843, -2.8091], [4.1742, -5.4567, -3.6243], [3.0621, -0.5203, -2.5644], [3.6224, 3.8615, -1.6953], [1.1686, -4.1132, 0.6871], [-1.8309, -0.9195, 6.9375], [-0.3481, -1.8640, -1.3269], [2.9937, -5.7350, -3.5120], [2.7762, -2.2580, 2.7083], [0.4417, 3.3883, -0.1177], [2.1323, 2.1791, -0.7132], [0.5939, -3.8266, 1.5684], [-3.5612, -1.7210, 3.2094], [-2.8397, 1.9776, -4.5932], [2.5122, -6.8150, -3.8055], [2.6120, -3.4468, -2.6690], [3.8987, 1.9331, -2.6411], [-4.8529, -0.0680, 3.4022], [-0.7905, -2.4001, 5.7782], [0.4783, 0.3832, -5.6866], [1.9289, 2.3969, 2.6102], [0.9310, 2.0920, -0.1879], [4.1011, 5.1534, -1.5487], [-1.2421, -1.3912, -6.0221], [-0.0711, -3.9972, -2.3288], [-1.7157, -0.9788, -7.0682], [-4.5461, -0.6047, -1.4466], [-3.6299, -0.7455, 2.9677], [-0.1085, -2.6571, 4.5964], [-2.1491, -1.7539, 0.9718], [0.8226, 1.2720, -3.5118], [2.0253, 1.1113, 3.8290], [-0.4207, -0.3719, 3.9028], [-0.4649, -3.9448, 1.3601], [5.6107, 6.5545, -2.1328], [-6.2836, -1.6922, 3.2519], [1.2943, 1.9935, -2.8592], [-1.9418, 3.0189, -4.4491], [0.3722, -5.9556, -3.0697], [-6.1198, -0.6961, 2.8308], [2.7856, 1.3357, -0.8852], [1.1333, 1.2696, -4.8601], [0.8846, -4.4650, 2.3975]], "mulliken_charge": [0.390, 0.444, -1.129, 0.460, 0.440, 0.320, -1.603, 0.483, 0.182, 0.874, -1.141, -0.100, -0.433, 1.675, -0.177, -0.061, -0.634, 0.358, -1.285, -0.708, 0.449, 1.221, -2.002, 0.450, 0.443, 0.298, -1.157, -0.821, 2.170, -0.691, 1.413, 0.487, 0.557, -0.540, 0.406, 0.317, 0.436, -0.645, 0.389, -0.858, 0.178, 1.353, 0.618, 0.496, -0.236, 0.230, 0.540, 0.235, 1.135, 0.080, -0.799, -0.028, 1.400, 0.398, 0.412, -0.647, -0.283, -1.197, 1.119, 0.468, 0.562, -0.040, 0.341, -0.511, 0.441, 0.204, 0.683, -0.468, -0.630, -0.669, 0.778, 0.410, 0.408, 0.985, 1.026, -1.381, -1.545, -2.135, -1.447, 0.308, -0.493, -0.645, 0.137, 0.651, -0.567, -0.938, -1.066, 0.432, 2.544, -0.658, -0.263, -1.834, -0.665, 0.331, 0.207, -0.868, -0.497, -0.044, 0.522, -0.048, 0.302, 0.466, 0.341, 0.103, -0.585, 0.689, -1.119, 0.743, -1.322, 0.672], "e_above_lowest_kcal_mol": 15.5}